106
Properties=species:S:1:pos:R:3:forces:R:3:mulliken_charge:R:1 method="wB97M-V/def2-TZVPD" charge=-2 homo_lumo_gap_ha=0.210 energy_ha=-3411.7000 e_homo_ev=-1.59
K 0.3260 0.8383 -0.5738 0.18 -1.60 -0.20 0.553
S -0.6798 -1.1261 2.8801 -0.05 0.02 -0.04 -0.078
S 2.4584 -3.6050 0.3654 0.15 0.19 -0.30 -0.444
O -1.2647 2.6068 -0.4316 -0.38 1.07 -0.07 -0.384
O 2.7055 0.4880 0.3613 0.40 0.20 0.42 -0.399
N -1.8764 -2.0664 0.1059 -0.16 -0.08 -0.12 0.491
N -2.4675 2.0904 -4.4223 0.03 -0.08 0.04 0.295
N -2.6115 0.4866 0.8595 -0.14 0.28 -0.20 1.150
N 3.8422 -1.6511 -0.7956 0.05 0.08 -0.49 0.450
N 1.2854 3.0490 0.2452 -0.10 0.45 0.15 0.511
N 3.2050 -3.3515 -2.2089 -0.16 -0.09 0.08 0.217
N 0.4857 4.1244 -0.1502 0.04 0.03 -0.01 -0.815
C -1.9964 7.2544 -1.3749 0.00 -0.09 0.01 -0.580
C 0.5001 -2.0498 -4.7295 -0.11 0.12 0.01 -0.275
C 2.3178 -4.4304 -2.6306 0.21 -0.01 0.06 -0.947
C -3.2069 6.9576 -1.9951 0.05 -0.08 0.02 -0.331
C 3.8349 -6.3737 -3.3293 0.03 0.05 0.07 -0.593
C 4.8873 2.2629 3.4263 -0.04 -0.12 -0.07 -0.782
C -1.1394 -2.8082 2.3572 0.01 0.05 -0.07 -0.878
C 5.0439 -5.9339 -2.5047 -0.04 0.01 0.01 -0.970
C 2.2074 3.3637 1.0623 0.25 -0.23 0.10 -1.133
C 2.9344 -5.2237 -3.7821 0.03 0.02 0.03 -0.805
C -3.2817 -1.8499 0.3276 0.17 0.09 0.11 -0.986
C -2.6326 0.7479 -3.8281 0.12 0.08 -0.07 -1.719
C -0.4897 -0.4001 -3.1450 0.01 -0.24 -0.08 -0.138
C 4.3086 0.3338 2.0896 0.03 0.09 0.09 -0.635
C -3.6038 5.6314 -2.1158 0.08 -0.01 0.05 -0.731
C -2.8009 4.6121 -1.6133 -0.08 0.04 -0.04 -0.182
C 3.1855 -2.8167 -0.9491 0.00 0.06 0.15 0.134
C 4.9842 0.7304 -3.5941 -0.02 0.06 -0.03 -0.640
C 3.9569 2.9907 2.7041 0.01 0.00 -0.01 -0.687
C 4.6992 -1.0565 -1.8206 -0.14 0.04 0.12 -1.649
C -3.6348 -0.3409 0.2880 0.18 -0.17 -0.01 -0.795
C -0.7299 3.7584 -0.4892 -0.14 0.09 0.13 -0.130
C 4.0226 0.0385 -2.6390 -0.08 -0.01 -0.02 1.520
C -1.2211 2.7233 -4.0093 -0.06 -0.03 0.04 -0.973
C -1.5210 -0.2543 -4.1047 0.01 0.00 -0.08 0.113
C -0.5418 -1.8699 -5.6342 -0.01 0.08 0.15 -1.087
C -1.5561 -0.9727 -5.3056 0.09 -0.06 0.06 -0.460
C 3.3497 1.0621 1.3223 -0.06 -0.11 -0.28 0.129
C -1.1919 6.2335 -0.8853 -0.03 0.10 -0.03 -0.425
C -2.3011 -0.3402 3.1807 0.05 -0.02 -0.06 -0.749
C -2.6644 0.8268 2.2459 0.20 -0.33 0.00 -0.950
C 4.2873 1.8133 -4.4142 0.01 -0.01 0.01 -1.249
C 5.0457 0.9113 3.1031 -0.07 0.08 -0.08 -0.420
C -1.5875 4.9018 -0.9988 0.07 -0.07 0.02 0.430
C -2.5937 2.1046 -5.8632 0.01 -0.02 0.06 -1.036
C 0.4961 -1.3356 -3.5283 -0.06 -0.05 -0.01 0.863
C -1.1962 -3.0892 0.8425 0.02 0.25 0.14 0.135
C 3.1821 2.4439 1.6768 -0.17 0.21 -0.05 1.128
H -3.9184 -2.3839 -0.3937 -0.11 -0.01 -0.01 0.422
H 3.4695 1.3876 -5.0018 0.03 0.02 0.03 0.298
H -0.2410 6.4432 -0.4127 -0.03 -0.01 -0.01 0.436
H 3.8544 2.5733 -3.7591 0.01 -0.04 -0.02 0.273
H -2.6835 0.8914 -2.7471 0.00 0.00 0.02 -0.252
H -3.5191 1.6031 -6.1632 0.02 0.02 0.02 0.326
H -3.0906 3.5725 -1.7099 0.00 0.05 0.01 0.261
H -2.2876 0.0292 4.2084 -0.04 0.00 0.03 0.534
H 5.8098 1.1709 -3.0232 -0.01 -0.01 -0.02 0.333
H 5.4571 2.7230 4.2241 0.01 0.00 0.00 0.351
H 3.5897 0.7648 -1.9444 0.00 -0.03 -0.01 -0.141
H 4.4262 -0.7199 1.8620 -0.02 0.00 -0.01 0.402
H -3.6617 1.1858 2.5665 -0.06 0.03 0.03 0.365
H 5.5567 -0.6206 -1.3004 0.01 0.04 0.05 0.448
H 4.9777 2.3104 -5.1013 -0.02 -0.02 0.02 0.405
H -4.6094 -0.1918 0.7840 -0.09 -0.03 -0.04 0.323
H -1.7552 1.6108 -6.3823 0.00 -0.02 0.00 0.346
H -1.1066 2.6344 -2.9276 -0.02 0.01 -0.09 0.024
H 3.5060 -4.5413 -4.4237 -0.04 -0.02 -0.02 0.311
H 2.1265 -5.6227 -4.4009 0.00 -0.02 -0.01 0.362
H 4.7362 -5.3816 -1.6150 0.01 -0.03 -0.04 0.210
H -2.3489 1.2678 0.2727 0.00 0.12 0.12 -0.290
H 4.1726 -6.9291 -4.2101 0.02 -0.03 0.00 0.347
H 5.6980 -5.2801 -3.0887 -0.03 0.00 0.03 0.243
H -0.3888 -3.4662 2.7994 -0.02 -0.03 -0.01 0.476
H -3.0610 -1.1238 3.1298 0.02 0.04 0.01 0.226
H 3.1851 -0.3749 -3.2103 -0.04 -0.01 0.01 -0.345
H -3.6012 0.3682 -4.1754 -0.02 0.00 -0.02 0.753
H 3.4088 -0.9103 -0.1867 -0.03 -0.23 0.42 -0.189
H 5.7538 0.3021 3.6556 0.01 -0.02 0.02 0.371
H -1.6397 -4.0970 0.7320 -0.01 -0.07 0.00 0.204
H -2.3920 -0.8471 -5.9917 -0.01 0.01 -0.02 0.301
H 5.6308 -6.7969 -2.1793 -0.01 0.01 -0.04 0.366
H -3.8302 7.7540 -2.3863 -0.01 0.00 0.00 0.349
H 1.2989 -2.7541 -4.9582 0.00 -0.01 -0.01 0.296
H -0.1763 -3.1482 0.4631 -0.02 0.00 0.01 -0.442
H -0.3385 2.2608 -4.4756 0.01 -0.01 0.00 0.344
H 3.3452 -2.6605 -2.9308 0.01 0.01 -0.06 0.229
H 5.1038 -1.8338 -2.4714 0.05 -0.07 0.01 0.451
H -1.6773 8.2865 -1.2761 0.00 -0.01 0.00 0.354
H -2.6376 3.1412 -6.2115 0.01 0.00 0.01 0.307
H -2.0905 -3.0383 2.8426 0.00 -0.04 0.01 0.404
H -1.9583 1.6442 2.4094 -0.01 -0.01 -0.01 0.323
H 2.2753 4.4093 1.3835 0.03 0.05 0.04 0.126
H 5.4319 -0.0113 -4.2674 0.01 0.01 0.00 0.316
H -1.2473 3.7836 -4.2767 -0.01 0.00 0.00 0.471
H -0.5751 -2.4276 -6.5633 0.00 -0.01 -0.04 0.352
H -3.5393 -2.2474 1.3131 0.04 -0.04 -0.01 0.386
H 2.1487 -5.0681 -1.7642 -0.02 0.00 0.01 0.697
H -4.5362 5.3844 -2.6103 0.01 0.00 0.00 0.376
H -3.7559 -0.0551 -0.7595 0.02 0.05 0.01 0.200
H 3.2331 -7.0683 -2.7333 0.00 0.00 -0.03 0.294
H 3.8018 4.0399 2.9439 0.00 -0.01 -0.01 0.284
H 1.3136 -1.5406 -2.8300 -0.04 0.02 -0.05 0.186
H 1.3523 -4.0120 -2.9242 -0.03 0.01 0.02 0.266
H -1.5749 -1.9496 -0.8509 0.04 0.05 -0.01 -0.132

***

86
Properties=species:S:1:pos:R:3:forces:R:3:mulliken_charge:R:1 method="wB97M-V/def2-TZVPD" charge=+1 homo_lumo_gap_ha=0.144 e_above_lowest_kj_mol=10.1 energy_ha=-3002.2636 e_homo_ev=-10.33
Si 2.2317 -0.0979 3.1664 1.29 -0.34 -0.31 0.484
Si 0.1827 0.5179 2.2790 -0.37 -1.61 0.62 0.256
Si -0.7553 2.4374 3.1383 -1.01 1.49 -0.40 0.670
Si -0.8194 -1.2833 -0.8774 0.15 0.24 -1.88 1.168
F -4.9789 1.3443 -6.3247 0.89 0.16 -0.10 -0.282
F 5.7417 1.1936 -3.7101 -0.61 0.66 0.83 -0.281
F 5.8451 1.9316 -1.6380 -0.54 0.13 -0.96 -0.255
F -3.4865 2.8584 -6.8774 -0.16 -1.04 0.25 -0.256
F 5.2057 3.2777 -3.2646 -0.07 -1.16 0.51 -0.259
F -3.2420 0.7770 -7.5412 -0.34 0.62 0.65 -0.254
O -0.9765 -0.7235 2.8042 0.25 -0.19 -0.95 -0.256
C -1.3866 -3.9926 2.9236 0.74 -0.53 0.44 -0.525
C 3.0961 0.5830 -3.3070 -0.39 0.16 0.18 -1.166
C 1.0629 0.8270 -1.9807 -0.74 -0.25 0.22 -0.333
C 1.6726 1.8507 -1.2458 0.23 -0.26 -0.22 -0.886
C -2.8467 1.2495 -5.2620 -0.25 -0.18 -0.16 0.383
C -0.6266 2.4181 5.0167 0.31 -0.61 -0.01 -0.994
C -0.4758 -2.0695 0.8539 -0.06 -1.24 3.12 2.361
C -0.7224 1.2306 -4.1611 0.44 -0.24 0.23 -0.618
C -3.4589 0.8153 -4.0977 0.41 0.23 0.01 -1.438
C 3.3573 1.2812 2.5425 -0.03 -0.18 0.19 -1.001
C -1.5451 -2.4219 -2.1860 -0.13 -0.51 -0.10 -1.276
C -2.6795 0.5779 -2.9727 0.19 -0.17 0.09 0.418
C 5.1089 1.9887 -2.7978 0.98 0.39 -0.24 0.750
C -1.4750 1.4250 -5.3099 -0.22 0.14 0.31 -1.556
C -2.5618 2.4182 2.6289 0.01 0.05 -0.01 -1.062
C -3.6458 1.5533 -6.4879 -0.38 0.15 -0.95 0.784
C 2.9874 2.2310 -1.5280 -0.25 -0.10 0.06 -1.099
C -0.6577 -4.4861 1.6697 -0.11 -0.46 -0.24 -1.065
C 3.6810 1.5838 -2.5454 0.54 0.22 0.06 0.257
C 0.2331 3.8315 2.3541 -0.09 -0.12 0.11 -1.036
C -2.2087 -2.7392 2.6701 -0.45 0.67 -0.32 -1.165
C 2.0619 -0.1612 5.0409 -0.39 0.17 0.00 -1.147
C 2.7765 -1.7990 2.5716 0.04 0.04 0.00 -0.776
C 1.7847 0.2302 -3.0290 -0.03 -0.07 0.29 0.164
C -2.5360 -0.6069 -0.1457 -0.46 -0.03 0.27 -1.353
C -0.8455 -3.5390 0.4890 -0.21 -0.45 -0.35 -1.885
C 1.0922 -1.8997 -1.0535 0.50 -0.33 -0.09 -1.481
C -1.2589 -1.7620 2.0707 0.83 0.26 0.40 -0.589
C -1.2737 0.7207 -2.9656 -0.56 0.41 0.22 0.489
C -0.4100 0.4158 -1.6759 0.92 1.92 -1.21 1.345
H -2.6444 -2.3557 3.5959 0.07 0.08 -0.20 0.487
H -3.1222 3.1181 3.2668 0.09 -0.17 -0.20 0.415
H -4.5319 0.6692 -4.0677 0.10 0.07 0.06 0.513
H 0.5914 -2.0454 1.1567 -0.52 0.28 0.01 -0.616
H -2.5494 -2.7764 -1.9049 0.33 -0.02 -0.23 0.335
H 1.2828 -2.9233 -0.7091 -0.05 0.21 -0.04 0.627
H 3.0688 2.2575 2.9565 0.14 -0.22 -0.06 0.280
H -0.2561 -3.9326 -0.3524 -0.42 0.40 0.36 0.440
H 3.2293 -1.7460 1.5728 -0.16 -0.06 0.18 0.310
H 1.1242 2.3713 -0.4528 0.08 -0.16 -0.25 0.465
H 4.3842 1.0541 2.8667 -0.21 0.19 -0.14 0.461
H 1.1402 -0.6855 5.3369 0.30 0.12 0.03 0.354
H -1.0458 -5.4756 1.3848 0.12 0.29 -0.01 0.465
H -0.1569 4.7877 2.7292 0.16 -0.14 -0.12 0.436
H -2.6851 2.7291 1.5824 0.00 -0.09 0.24 0.307
H 3.4643 3.0315 -0.9622 -0.07 -0.20 -0.15 0.455
H 3.3415 1.3519 1.4450 0.05 -0.07 0.26 0.168
H 1.4394 -1.8588 -2.0837 -0.11 -0.02 0.05 0.352
H -1.0116 3.3752 5.3967 0.07 -0.15 -0.21 0.408
H -3.0190 -2.9219 1.9493 0.18 -0.06 0.15 0.333
H -3.2208 0.2803 -2.0869 0.20 -0.05 -0.24 0.332
H 1.7195 -1.2325 -0.4449 -0.04 0.10 -0.16 0.038
H -3.3518 -1.1234 -0.6690 -0.03 0.35 0.18 0.439
H -0.7446 1.1026 -0.8852 0.03 0.33 -0.36 0.536
H -0.8919 -3.2886 -2.3672 -0.30 0.23 -0.11 0.355
H -0.6302 -3.7459 3.6822 -0.33 -0.13 0.07 0.250
H 3.6427 0.1029 -4.1109 -0.04 0.06 0.13 0.527
H 2.0594 0.8371 5.4963 0.02 -0.29 -0.07 0.328
H -1.2419 1.6098 5.4386 0.17 0.24 -0.07 0.310
H -2.6239 0.4743 -0.2930 -0.16 -0.14 0.05 0.543
H 0.4136 -4.6338 1.8530 -0.17 0.11 0.08 0.363
H 1.9507 -2.5240 2.5494 0.27 0.12 0.07 0.072
H 2.9199 -0.7260 5.4334 -0.19 0.14 -0.12 0.429
H 1.3011 3.7681 2.5996 -0.22 0.09 -0.04 0.293
H -1.9017 -3.5507 0.1770 0.31 -0.14 0.00 0.380
H -3.0065 1.4193 2.7486 0.09 0.28 -0.01 0.294
H -1.0013 1.7374 -6.2357 -0.02 0.10 0.19 0.407
H 0.4042 2.2900 5.3731 -0.31 0.12 -0.03 0.259
H 1.3188 -0.5467 -3.6322 0.02 0.23 0.12 0.588
H -1.6494 -1.8599 -3.1231 0.04 -0.20 0.16 0.418
H 3.5347 -2.1876 3.2686 -0.17 0.11 -0.19 0.524
H 0.1281 3.8199 1.2613 0.00 0.05 0.23 0.274
H 0.3276 1.5041 -4.2383 -0.30 -0.25 0.12 0.445
H -2.7234 -0.7577 0.9324 0.05 -0.03 -0.31 -0.089
H -2.0252 -4.7811 3.3315 0.06 0.25 0.05 0.450

***

27
Properties=species:S:1:pos:R:3:forces:R:3:nbo_charge:R:1 method="wB97M-V/def2-TZVPD" charge=+4 homo_lumo_gap_ha="0.087 / 0.086" spin_multiplicity=2 energy_ha=-4258.6176 e_homo_ev="-20.64 / -20.63"
Hg -4.2009 0.2624 2.0329 0.79 0.76 -0.55 1.265
Hg -2.4199 -2.2839 0.6895 0.71 0.87 -0.88 1.436
Cl 1.2852 -3.1349 3.7537 0.01 0.56 -0.41 0.122
Cl -3.2781 -1.3010 -3.4747 -0.28 0.09 0.01 0.118
Cl 0.2060 -2.2408 1.2091 -0.16 0.21 -0.87 -0.092
Cl -1.7534 -3.0326 -1.6994 0.36 -1.08 0.29 -0.030
Cl 0.9870 4.3994 1.3409 -1.13 -0.22 -0.12 0.143
Cl 2.1019 -0.5509 -1.1302 1.88 0.69 0.02 0.112
Cl -1.6235 5.8616 1.3642 0.53 -1.52 -0.13 0.262
Cl 4.8364 0.2194 -1.9446 -0.72 0.00 0.10 0.731
O -2.4953 0.0820 0.3763 -2.07 -1.73 -0.01 -0.868
C 3.8911 -0.5973 -0.6660 -0.49 -1.35 0.07 -0.417
C 1.5242 -2.0285 2.3939 1.50 -1.08 2.25 -0.411
C -0.7774 4.3032 1.0329 0.78 1.72 0.04 -0.439
C -1.3507 0.7509 -0.1304 0.90 -0.22 1.54 -0.273
C -1.7064 -1.9720 -3.1783 -0.98 1.73 -0.56 -0.387
H 4.1088 -1.6646 -0.7064 0.31 0.19 -0.19 0.282
H -1.4534 -2.5560 -4.0631 0.39 -0.61 0.52 0.309
H -1.3854 1.7861 0.2094 0.25 -0.08 -0.47 0.209
H -0.9086 4.0978 -0.0295 -0.02 0.15 -0.21 0.264
H 4.1330 -0.1987 0.3193 -0.34 0.55 -0.27 0.287
H -0.4584 0.2333 0.2217 0.24 0.42 0.59 0.176
H 2.4488 -2.3534 1.9167 -0.40 -0.29 -0.59 0.252
H -1.2298 0.6157 -1.2052 -1.06 0.34 -0.44 0.231
H 1.7524 -1.0325 2.7732 -1.09 0.27 -0.28 0.262
H -1.0429 -1.1268 -2.9952 0.27 -0.54 0.08 0.229
H -1.1906 3.4620 1.5895 -0.19 0.16 0.45 0.228